12
Properties=species:S:1:pos:R:3:mulliken_charge:R:1 method="wB97M-V/def2-TZVPD" smiles=CC(C)O e_lumo_ev=1.06 e_tot_ev=-5288.057 de_lowest_ev=0.0939 orbital_gap_ha=0.417 mol_weight_g_mol=60.10
C -0.516 0.203 -1.322 -1.2014
C -0.053 -0.355 0.032 0.4271
C 1.374 -0.009 0.284 -1.2752
O -0.913 0.023 1.096 -0.5439
H -0.313 1.289 -1.391 0.2999
H -0.029 -0.315 -2.150 0.3608
H -1.574 0.007 -1.417 0.3198
H -0.099 -1.455 -0.036 0.2534
H 1.539 1.085 0.308 0.3443
H 1.700 -0.448 1.212 0.3255
H 2.011 -0.363 -0.538 0.3487
H -0.759 0.985 1.281 0.3412